DFT (ωB97M-V/def2-TZVPD) results for a molecular structure, C15H23IN2OSiSn at a distorted geometry.

Cartesian coordinates (Å):
C  -3.741  -3.356  -2.376
C  -4.508  -2.158  -2.914
H  -3.059  -3.759  -3.127
H  -4.418  -4.163  -2.092
H  -3.143  -3.095  -1.496
H  -3.855  -1.292  -3.051
H  -4.964  -2.381  -3.879
H  -5.311  -1.865  -2.236
C  2.822  -1.307  0.275
C  4.221  -1.344  0.314
C  4.918  -0.150  0.154
C  4.217  1.040  -0.043
H  2.226  -2.237  0.394
H  4.735  -2.294  0.469
H  6.002  -0.121  0.178
H  4.701  1.991  -0.172
N  2.138  -0.166  0.118
C  2.822  0.978  -0.066
C  1.982  2.220  -0.273
N  0.648  2.030  -0.234
C  -0.228  3.025  -0.455
C  1.611  4.547  -0.635
C  0.233  4.328  -0.641
H  -1.315  2.768  -0.452
H  -0.488  5.126  -0.779
C  2.511  3.500  -0.455
H  3.569  3.602  -0.441
H  2.013  5.540  -0.772
Sn  -0.176  -0.100  -0.098
I  -0.571  -2.924  0.177
C  -3.500  -0.011  3.133
Si  -1.929  -0.999  3.032
C  -0.916  -0.698  4.562
C  -2.447  -2.817  3.079
O  -1.062  -0.285  1.845
H  -4.072  -0.253  4.026
H  -4.131  -0.193  2.249
H  -3.251  1.062  3.158
H  -1.467  -0.944  5.466
H  0.011  -1.292  4.539
H  -0.635  0.367  4.603
H  -3.088  -3.089  2.221
H  -1.579  -3.502  3.082
H  -3.026  -3.032  3.991

Cartesian forces, eV/Å:
C 0.1 -0.1 0.1
C 0.0 0.1 0.0
H 0.0 0.0 0.0
H 0.0 0.0 0.0
H -0.1 -0.1 -0.2
H 0.0 -0.1 0.0
H 0.0 0.0 0.0
H 0.0 0.0 0.0
C 0.1 -0.6 0.3
C -0.3 0.2 -0.1
C -0.1 0.2 0.0
C -0.8 -0.8 0.0
H 0.3 0.8 -0.1
H -0.2 0.4 -0.1
H -0.1 -0.1 0.0
H 0.3 0.0 0.0
N 0.9 -0.1 0.1
C -0.2 0.8 0.2
C -0.5 0.1 0.3
N 0.8 1.4 0.3
C 0.5 0.0 0.2
C 0.2 0.0 0.0
C -0.1 -0.5 0.0
H 1.0 0.1 0.0
H 0.2 0.0 0.0
C -1.2 -0.8 -0.1
H 0.5 0.5 -0.1
H -0.1 0.1 0.0
Sn -2.9 -1.9 0.4
I 0.6 -1.0 -0.4
C -0.3 0.4 -0.2
Si 0.2 0.3 0.0
C 0.4 0.2 0.2
C 0.1 -0.4 -0.4
O 0.9 0.5 -1.3
H -0.2 0.0 0.1
H 0.1 0.1 0.2
H -0.1 -0.3 0.0
H 0.0 -0.1 0.2
H -0.2 0.1 0.0
H -0.1 -0.3 0.0
H 0.3 0.1 0.3
H -0.4 0.3 -0.1
H 0.1 0.3 -0.1

Properties
* net charge: 0
* HOMO energy: -6.880 eV
* maximum force: 0.06804 hartree/bohr
* E_LUMO: -1.329 eV

=====

DFT (ωB97M-V/def2-TZVPD) results for C15H23N3O in the gas phase at a distorted geometry.

Cartesian coordinates (Å):
C  -0.022  1.900  -2.192
C  0.073  2.501  -0.795
C  1.492  2.961  -0.455
C  2.430  1.821  -0.050
C  2.189  1.361  1.386
C  3.083  0.192  1.809
C  2.501  -1.181  1.451
C  2.567  -1.479  -0.024
O  3.586  -1.710  -0.638
N  1.364  -1.530  -0.684
N  0.204  -1.166  -0.122
C  -0.908  -1.228  -0.748
C  -2.064  -0.688  -0.029
C  -3.193  -0.204  -0.695
N  -4.240  0.312  -0.082
C  -4.228  0.385  1.238
C  -3.156  -0.044  2.008
C  -2.061  -0.588  1.365
H  -1.206  -0.946  1.916
H  -3.182  0.042  3.083
H  -5.115  0.806  1.691
H  -3.257  -0.211  -1.775
C  -1.095  -1.776  -2.137
H  -0.861  -1.020  -2.888
H  -2.121  -2.102  -2.280
H  -0.442  -2.633  -2.298
H  1.414  -1.798  -1.668
H  3.098  -1.949  1.948
H  1.468  -1.249  1.790
H  3.213  0.220  2.893
H  4.068  0.292  1.351
H  1.143  1.075  1.512
H  2.381  2.208  2.050
H  3.464  2.163  -0.136
H  2.310  0.983  -0.736
H  1.451  3.682  0.365
H  1.906  3.478  -1.323
H  -0.604  3.356  -0.738
H  -0.265  1.766  -0.062
H  0.651  1.052  -2.294
H  -1.038  1.566  -2.391
H  0.250  2.638  -2.944

Cartesian forces, eV/Å:
C -0.1 0.1 0.3
C 0.1 0.1 -0.1
C -0.1 -0.2 0.0
C -0.2 0.2 0.1
C 0.3 0.0 -0.1
C -0.2 0.0 0.0
C 0.2 0.1 0.1
C 0.0 -0.1 0.3
O 0.1 0.0 0.0
N -0.3 -0.5 -1.2
N -0.4 0.4 0.5
C 0.6 -0.2 -0.4
C -0.5 0.3 0.4
C 0.5 -0.3 0.0
N -0.5 0.3 -0.1
C 0.0 0.0 0.2
C 0.0 0.0 -0.1
C -0.1 0.0 -0.2
H 0.1 0.0 0.1
H 0.0 0.0 0.1
H 0.0 0.0 0.1
H 0.1 -0.1 -0.1
C 0.2 0.1 0.2
H 0.0 0.0 -0.1
H 0.0 0.0 0.0
H 0.0 0.0 -0.1
H 0.0 0.1 0.3
H 0.0 -0.1 -0.1
H 0.1 0.0 0.1
H 0.1 0.0 0.0
H 0.1 0.0 0.1
H -0.1 0.0 0.1
H -0.1 0.0 0.0
H 0.0 -0.1 0.0
H 0.1 0.0 -0.1
H 0.1 0.1 0.0
H 0.0 0.1 0.0
H -0.1 0.0 0.1
H -0.1 0.0 0.1
H 0.1 -0.2 -0.1
H -0.1 -0.1 -0.1
H 0.0 0.0 -0.1

Properties
* net charge: 0
* SMILES: CCCCCCCC(=O)N/N=C(\C)c1cccnc1
* HOMO energy: -8.756 eV
* maximum force: 0.02546 hartree/bohr
* E_LUMO: 0.298 eV
* energy above the lowest of the compared OMol25 structures with the same formula, charge and spin: 23.2 kcal/mol